## w
Molecular formula: C3H6ClNS
Method: DFT, wB97M-V/def2-TZVPD

```
12
Properties=species:S:1:pos:R:3:lowdin_charge:R:1
C 0.070 -2.079 -0.806 -1.508
C -0.215 1.784 0.421 -0.140
C 0.421 0.471 0.815 0.046
N -0.376 -0.970 -0.556 -0.030
S -0.210 -2.997 -2.163 0.503
Cl 0.955 -2.751 0.475 0.630
H -0.723 1.653 -0.520 0.061
H -0.935 2.307 1.053 0.074
H 0.498 2.626 0.224 0.094
H 1.466 0.431 0.381 0.108
H 0.178 0.115 1.798 0.071
H -1.128 -0.589 -1.123 0.093
```

Kohn-Sham gap, eV: 6.9971
HOMO energy, eV: -7.91



## x
Molecular formula: C3H6ClNS
Method: DFT, wB97M-V/def2-TZVPD

```
12
Properties=species:S:1:pos:R:3:lowdin_charge:R:1
C -1.172 0.247 0.076 -0.812
C 1.105 0.798 -0.563 -0.110
C -0.334 -1.374 0.829 -0.484
N -0.274 1.141 -0.320 -0.127
S -2.794 0.379 0.042 0.602
Cl 0.581 -2.484 -0.250 0.497
H 1.031 -0.269 -1.013 0.049
H 1.702 1.584 -1.156 0.117
H 1.604 0.788 0.380 0.059
H -1.250 -1.820 1.250 0.034
H 0.546 -0.953 1.427 0.048
H -0.746 1.964 -0.700 0.127
```

Kohn-Sham gap, eV: 9.0991
HOMO energy, eV: -8.48



The winner here is x, beating the second structure by 0.0338 hartree.



## w
Molecular formula: C2H3ClN2
Method: DFT, wB97M-V/def2-TZVPD

```
8
Properties=species:S:1:pos:R:3:lowdin_charge:R:1
C 1.341 -0.963 0.001 -0.510
C -1.231 0.266 -0.004 0.165
N 1.885 -1.979 0.026 0.129
N 0.775 0.171 -0.222 -0.513
Cl 1.473 1.693 0.115 0.598
H -1.416 -0.704 0.427 0.050
H -1.296 1.099 0.677 0.036
H -1.531 0.418 -1.021 0.045
```

Kohn-Sham gap, eV: 8.5991
HOMO energy, eV: -9.27



## x
Molecular formula: C2H3ClN2
Method: DFT, wB97M-V/def2-TZVPD

```
8
Properties=species:S:1:pos:R:3:lowdin_charge:R:1
C -1.421 -1.184 -0.149 -0.461
C 1.617 0.525 0.074 0.041
N -1.547 -2.222 -0.706 0.188
N -1.116 -0.117 0.493 -0.415
Cl -1.792 1.331 0.044 0.668
H 1.638 1.645 -0.084 0.009
H 1.207 -0.096 -0.751 -0.017
H 1.414 0.117 1.078 -0.012
```

Kohn-Sham gap (alpha / beta), eV: 10.5773 / 6.3159
HOMO energy (alpha / beta), eV: -10.74 / -9.19



The winner here is w, beating the second structure by 0.0561 hartree.



## w
Molecular formula: C2H3ClN2
Method: DFT, wB97M-V/def2-TZVPD

```
8
Properties=species:S:1:pos:R:3:lowdin_charge:R:1
H 2.026 -0.111 -1.585 0.062
N 1.318 -0.534 -0.951 0.049
N 0.539 0.233 -0.314 -0.091
C -0.604 -0.307 0.233 -0.259
C -1.206 0.299 1.317 -0.575
Cl -2.744 -0.172 1.863 0.628
H -1.128 -1.208 -0.014 0.087
H -0.744 1.171 1.911 0.099
```

Kohn-Sham gap, eV: 8.4919
HOMO energy, eV: -8.94
Structure (SMILES): [H]/N=N/C=C/Cl



## x
Molecular formula: C2H3ClN2
Method: DFT, wB97M-V/def2-TZVPD

```
8
Properties=species:S:1:pos:R:3:lowdin_charge:R:1
C -4.143 1.177 0.125 -0.300
C -3.512 0.037 0.678 -0.457
N -4.867 1.897 -0.430 0.145
N -0.364 -1.352 -0.348 -0.225
Cl -2.285 -1.001 0.027 0.816
H -3.876 -0.308 1.616 0.037
H 0.160 -0.781 -1.056 0.026
H 0.363 -1.358 0.297 -0.043
```

Kohn-Sham gap (alpha / beta), eV: 7.9549 / 8.4229
HOMO energy (alpha / beta), eV: -9.10 / -9.72



The winner here is w, beating the second structure by 0.0932 hartree.



## w
Molecular formula: C4H7NO3
Method: DFT, wB97M-V/def2-TZVPD

```
15
Properties=species:S:1:pos:R:3:lowdin_charge:R:1
O -0.018 -0.770 2.766 -0.084
C 0.534 -1.000 1.679 -0.719
O 1.681 -1.417 1.443 -0.081
C -0.357 -0.653 0.374 -0.263
C -0.347 0.863 0.012 -0.202
C 0.750 1.265 -1.004 -0.575
O 0.776 2.575 -1.324 -0.425
N -1.507 -1.674 -0.849 -0.067
H 0.101 -1.315 -0.385 0.089
H 0.010 1.360 0.925 0.098
H -1.362 1.216 -0.187 0.089
H 1.687 0.892 -0.536 0.084
H 0.621 0.649 -1.944 0.069
H -1.378 -0.863 0.697 0.080
H -1.192 -1.129 -1.667 -0.092
```

Kohn-Sham gap, eV: 6.2424
HOMO energy, eV: 0.70
Total charge: -2



## x
Molecular formula: C4H7NO3
Method: DFT, wB97M-V/def2-TZVPD

```
15
Properties=species:S:1:pos:R:3:lowdin_charge:R:1
N -1.529 0.827 0.572 0.001
C -0.094 0.613 0.805 -0.422
C 0.032 0.034 2.260 -0.542
O -0.633 -1.118 2.477 -0.383
C 0.502 -0.376 -0.198 -0.133
C 0.523 -0.014 -1.698 -0.744
O -0.326 0.828 -2.105 -0.126
O 1.424 -0.561 -2.385 -0.143
H -1.699 0.717 -0.424 0.022
H -1.981 0.050 1.054 0.035
H 0.427 1.563 0.699 0.108
H 1.149 -0.018 2.446 0.066
H -0.336 0.882 2.919 0.063
H 1.538 -0.595 0.101 0.096
H 0.001 -1.337 -0.093 0.102
```

Kohn-Sham gap, eV: 6.5639
HOMO energy, eV: 0.55
Total charge: -2
Structure (SMILES): N[C@@H](C[O-])CC(=O)[O-]



## y
Molecular formula: C4H7NO3
Method: DFT, wB97M-V/def2-TZVPD

```
15
Properties=species:S:1:pos:R:3:lowdin_charge:R:1
N 1.062 -1.179 1.110 -0.016
C 0.587 0.132 0.831 -0.412
C 1.743 1.251 0.657 -0.610
O 2.129 1.364 -0.544 -0.317
C -0.295 0.308 -0.460 -0.126
C -1.606 -0.435 -0.523 -0.835
O -1.641 -1.551 0.001 -0.103
O -2.460 0.068 -1.255 -0.115
H 0.398 -1.924 0.995 0.018
H 1.794 -1.448 0.349 0.095
H -0.065 0.376 1.640 0.096
H 1.346 2.206 1.053 0.039
H 2.536 1.127 1.533 0.061
H -0.547 1.406 -0.687 0.123
H 0.302 -0.079 -1.301 0.104
```

Kohn-Sham gap, eV: 6.3222
HOMO energy, eV: 0.87
Total charge: -2
Structure (SMILES): N[C@@H](C[O-])CC(=O)[O-]



The winner here is x, beating the second structure by 0.0385 hartree.



## w
Molecular formula: C7H10O2
Method: DFT, wB97M-V/def2-TZVPD

```
19
Properties=species:S:1:pos:R:3:lowdin_charge:R:1
C 2.398 -1.533 -0.152 -0.063
C 1.041 0.468 0.185 -0.324
C 0.090 -0.335 0.836 -0.112
C -1.329 0.071 1.152 -0.157
C -1.860 0.330 -0.409 -0.303
C 0.822 1.847 -0.029 -0.081
C 0.515 3.021 -0.334 0.130
H 1.322 -1.692 -0.800 0.147
H 2.601 -1.999 0.868 0.109
H 3.192 -1.729 -0.908 0.081
H 0.281 -1.481 0.703 0.107
H -2.108 -1.187 1.249 0.218
H -1.756 0.867 2.015 0.147
H -1.365 0.957 -1.193 0.096
H -3.059 0.656 -0.352 0.140
H -1.557 -1.289 -1.772 0.253
H 0.633 4.125 -0.185 0.056
O 2.326 -0.037 -0.182 -0.158
O -2.186 -1.058 -0.692 -0.286
```

Kohn-Sham gap, eV: 8.7665
HOMO energy, eV: -8.40



## x
Molecular formula: C7H10O2
Method: DFT, wB97M-V/def2-TZVPD

```
19
Properties=species:S:1:pos:R:3:lowdin_charge:R:1
C 1.296 -0.685 0.825 -0.046
C 0.239 -0.097 -0.012 -0.440
C 0.903 0.569 -1.193 -0.222
O 1.773 -0.326 -1.843 -0.009
C -0.532 1.029 0.786 -0.115
C -1.813 0.366 1.124 -0.061
C -2.084 -0.763 0.463 0.008
C -0.968 -0.982 -0.469 -0.319
O -0.980 -1.605 -1.535 0.082
H 1.840 -1.493 0.299 0.103
H 0.989 -1.091 1.777 0.086
H 2.040 0.089 1.108 0.104
H -0.017 0.838 -1.834 0.157
H 1.420 1.427 -0.794 0.120
H 2.151 -0.108 -2.641 0.052
H 0.045 1.426 1.642 0.130
H -0.700 1.863 0.089 0.126
H -2.556 0.902 1.669 0.102
H -3.048 -1.359 0.539 0.140
```

Kohn-Sham gap, eV: 9.8577
HOMO energy, eV: -9.24
Structure (SMILES): C[C@]1(CO)CC=CC1=O



The winner here is x, beating the second structure by 0.3023 hartree.



## w
Molecular formula: C3H7NO2S
Method: DFT, wB97M-V/def2-TZVPD

```
14
Properties=species:S:1:pos:R:3:lowdin_charge:R:1
C -1.106 0.285 2.112 0.046
C 0.351 -1.025 0.278 -0.184
C 1.210 0.959 -1.603 -0.133
N -0.385 -0.704 1.558 -0.092
O -1.337 0.658 -0.681 -0.397
O -0.471 -1.056 -2.364 -0.348
S -0.264 -0.165 -1.239 0.638
H -1.527 0.179 3.069 0.059
H -1.077 1.214 1.507 0.086
H 0.530 -2.001 0.157 -0.011
H 1.659 1.098 -0.568 0.071
H 1.820 0.329 -2.224 0.038
H 1.030 1.847 -2.172 0.042
H -0.432 -1.618 2.168 0.185
```

Kohn-Sham gap (alpha / beta), eV: 8.0351 / 8.0391
HOMO energy (alpha / beta), eV: -7.92 / -7.93



## x
Molecular formula: C3H7NO2S
Method: DFT, wB97M-V/def2-TZVPD

```
14
Properties=species:S:1:pos:R:3:lowdin_charge:R:1
C 0.321 1.730 -0.536 -0.034
N 0.363 0.295 -0.268 -0.157
C -0.964 -0.434 -0.222 -0.258
O -1.110 -1.277 0.788 0.017
C 1.495 -0.261 0.122 -0.808
O 1.334 -1.783 0.218 -0.133
S 3.014 0.339 0.277 0.665
H -0.207 2.235 0.256 0.098
H 1.327 1.890 -0.600 -0.006
H -0.308 1.862 -1.444 0.113
H -1.549 0.481 -0.186 0.113
H -1.105 -0.744 -1.328 0.162
H -0.645 -2.118 0.922 0.118
H 2.214 -2.160 -0.139 0.111
```

Kohn-Sham gap, eV: 9.3408
HOMO energy, eV: -8.72
Structure (SMILES): CN(CO)C(O)=S



## y
Molecular formula: C3H7NO2S
Method: DFT, wB97M-V/def2-TZVPD

```
14
Properties=species:S:1:pos:R:3:lowdin_charge:R:1
C 0.917 -0.961 0.773 -0.132
C -0.507 -1.075 0.263 -0.263
C -0.853 0.231 -0.301 -0.325
N -0.103 1.489 0.516 -0.043
S 0.180 1.251 -1.128 0.643
O -0.375 2.185 -2.075 -0.292
O 1.535 0.830 -1.343 -0.288
H 1.515 -0.580 -0.103 0.056
H 1.182 -2.050 0.926 0.091
H 1.160 -0.370 1.670 0.083
H -1.187 -1.503 0.929 0.086
H -0.624 -1.884 -0.568 0.155
H -1.957 0.504 -0.502 0.160
H -0.883 1.934 0.943 0.069
```

Kohn-Sham gap, eV: 11.0253
HOMO energy, eV: -10.55
Structure (SMILES): CC[C@H]1NS1(=O)=O



## z
Molecular formula: C3H7NO2S
Method: DFT, wB97M-V/def2-TZVPD

```
14
Properties=species:S:1:pos:R:3:lowdin_charge:R:1
C -1.241 0.357 0.265 -0.302
C -0.085 1.373 0.357 -0.282
C 0.589 -0.865 -0.519 -0.444
N -0.820 -0.675 -0.573 -0.065
O 2.485 1.015 -0.287 -0.519
O 0.983 -2.110 0.276 -0.177
S 1.487 0.374 0.534 0.946
H -1.475 0.064 1.375 0.137
H -2.155 0.827 -0.001 0.100
H 0.254 1.719 -0.653 0.094
H -0.122 2.151 1.134 0.089
H 0.960 -1.053 -1.621 0.175
H -1.379 -0.853 -1.423 0.151
H 0.518 -2.325 1.134 0.097
```

Kohn-Sham gap, eV: 9.8595
HOMO energy, eV: -9.23



The winner here is x, beating the second structure by 0.0338 hartree.



## w
Molecular formula: C3H7NO2S
Method: DFT, wB97M-V/def2-TZVPD

```
14
Properties=species:S:1:pos:R:3:lowdin_charge:R:1
C 0.853 1.184 0.111 -0.123
N -0.064 0.078 0.130 -0.211
C 0.443 -1.184 -0.378 -0.100
C -1.523 0.499 -0.112 -0.660
O -1.907 1.679 -0.174 -0.020
S -2.682 -0.762 -0.294 0.993
O -4.017 0.141 0.025 -0.419
H 0.589 1.921 0.971 0.121
H 1.846 0.934 0.413 0.064
H 0.966 1.822 -0.762 0.086
H 1.577 -0.991 -0.163 0.120
H 0.064 -1.981 0.189 0.052
H 0.253 -1.377 -1.459 0.095
H -3.576 0.989 -0.168 0.001
```

Kohn-Sham gap, eV: 9.7428
HOMO energy, eV: -9.14
Structure (SMILES): CN(C)C(=O)SO



## x
Molecular formula: C3H7NO2S
Method: DFT, wB97M-V/def2-TZVPD

```
14
Properties=species:S:1:pos:R:3:lowdin_charge:R:1
C -0.801 1.033 0.497 -0.245
C -0.944 -0.170 -0.280 -0.252
C 0.163 -0.510 -1.253 -0.794
H 0.498 1.516 2.318 0.305
H -1.937 1.090 0.810 0.173
H -0.629 1.742 -0.138 0.064
H -0.724 -0.999 0.452 0.145
H -1.866 -0.238 -0.718 0.082
H 1.959 -1.285 -1.293 0.185
H 1.090 -0.594 1.097 0.081
N 1.304 -0.785 -0.568 -0.140
O 0.276 0.696 1.397 -0.161
O 1.699 -1.247 0.579 -0.010
S -0.087 -0.249 -2.902 0.566
```

Kohn-Sham gap, eV: 7.7418
HOMO energy, eV: -8.09



The winner here is w, beating the second structure by 0.1484 hartree.